Entry 1:
A single C20H20N6O3 molecule in a non-equilibrium geometry, computed with wB97M-V/def2-TZVPD.

Computed properties:
**Multiplicity**: 1
**Charge**: 0
**Max |F|**: 1.22 eV/A
**SMILES**: CC(=O)N(CC(=O)Nc1nn(-c2ccccc2)nc1C(N)=O)Cc1ccccc1
**Energy relative to the best compared isomer or geometry (same formula, charge and spin)**: 0.0 kcal per mole
**Frontier orbital gap**: 0.3156 Ha

Each line ends with the natural charge from an NBO analysis.
Element x y z (Å)
C -1.2731 -2.5108 -2.3429  -0.712
C -0.2902 -2.4125 -1.2017  0.699
O 0.9021 -2.2429 -1.3930  -0.625
N -0.7767 -2.5274 0.0539  -0.426
C 0.1683 -2.3528 1.1449  -0.327
C 1.5475 -2.9093 0.7806  0.734
O 1.7572 -4.0949 0.7004  -0.586
N 2.5867 -2.0071 0.7609  -0.634
C 2.5439 -0.6720 0.5029  0.359
N 1.4924 0.1370 0.5176  -0.309
N 1.9753 1.3285 0.1867  -0.002
C 1.1519 2.4421 0.0586  0.199
C 1.7146 3.7016 -0.1187  -0.241
C 0.8862 4.7994 -0.2521  -0.196
C -0.4911 4.6461 -0.2106  -0.221
C -1.0439 3.3871 -0.0372  -0.190
C -0.2286 2.2798 0.0984  -0.241
N 3.2659 1.3615 -0.0304  -0.205
C 3.6807 0.1139 0.1574  -0.064
C 5.0567 -0.3696 0.0122  0.658
N 5.9390 0.5692 -0.3882  -0.805
O 5.3601 -1.5274 0.2439  -0.624
C -2.1807 -2.6717 0.3861  -0.226
C -2.9162 -1.3508 0.4203  -0.058
C -3.9257 -1.0745 -0.4934  -0.209
C -4.5852 0.1425 -0.4721  -0.203
C -4.2436 1.1007 0.4661  -0.218
C -3.2486 0.8304 1.3902  -0.225
C -2.5923 -0.3875 1.3688  -0.159
H -0.7218 -2.3946 -3.2719  0.247
H -1.7633 -3.4819 -2.3449  0.227
H -2.0226 -1.7269 -2.2684  0.232
H -0.1831 -2.9349 2.0017  0.222
H 0.2578 -1.2966 1.4097  0.234
H 3.5117 -2.4062 0.5850  0.455
H 2.7878 3.7996 -0.1493  0.235
H 1.3167 5.7798 -0.3887  0.217
H -1.1324 5.5079 -0.3162  0.215
H -2.1157 3.2620 -0.0125  0.217
H -0.6417 1.2922 0.2258  0.241
H 5.6242 1.5013 -0.5901  0.409
H 6.8999 0.3130 -0.5386  0.408
H -2.2410 -3.1461 1.3706  0.219
H -2.6571 -3.3405 -0.3340  0.215
H -4.2120 -1.8220 -1.2199  0.211
H -5.3683 0.3408 -1.1889  0.216
H -4.7592 2.0496 0.4837  0.216
H -2.9838 1.5678 2.1338  0.219
H -1.8288 -0.5929 2.1036  0.206

Entry 2:
C20H21BIrN6 as an isolated structure in a non-equilibrium geometry, computed with wB97M-V/def2-TZVPD.

Computed properties:
**Multiplicity**: 6
**Charge**: +2
**Max |F|**: 3.41 eV/A
**Energy relative to the best compared isomer or geometry (same formula, charge and spin)**: 0.0 kcal per mole
**Frontier orbital gap (spin up / spin down)**: 0.2751 / 0.1968 Ha

Each line ends with the Löwdin spin population.
Element x y z (Å)
H -2.9263 -0.9357 -0.0722  0.004
N -1.2520 -0.7994 -1.3356  0.229
B 0.4543 -0.3374 -3.1592  0.000
N -1.0635 -0.5100 -2.6854  0.016
C -2.2823 -0.4051 -3.2576  0.074
Ir 0.1979 -0.7438 0.0036  2.546
H -2.3510 -0.2376 -4.3263  0.004
C -3.2766 -0.5936 -2.2877  0.030
H -4.3457 -0.5731 -2.3738  0.001
C -2.6031 -0.8288 -1.0807  0.045
H 0.5240 -0.2160 -4.3509  0.000
C 2.6446 -2.0533 2.3168  0.049
H 2.5786 -2.0046 3.4162  0.002
H 2.0929 -1.2219 1.8146  0.041
H 3.7046 -2.0344 2.0387  0.002
N 1.1337 -1.6310 -2.6356  0.009
N 1.2768 0.7354 -2.3161  0.013
N 1.0852 -1.9771 -1.2995  0.148
N 1.3237 0.5967 -0.9342  0.227
C 1.7940 -2.5899 -3.3186  0.051
C 1.9818 1.8343 -2.6386  0.055
H 1.8843 -2.5195 -4.3972  0.003
H 2.0394 2.1440 -3.6661  0.003
C 2.1704 -3.5818 -2.4169  0.017
C 2.4858 2.4154 -1.4831  0.025
C 1.7256 -3.1725 -1.1554  0.044
C 2.0567 1.6306 -0.4216  0.052
H 2.6539 -4.5147 -2.6810  0.001
H 3.0471 3.3184 -1.3972  0.002
H 1.7522 -3.6605 -0.1873  0.004
H 2.1408 1.7663 0.6422  0.003
H 2.2947 -3.0386 1.9440  0.000
C -1.8058 3.9186 2.2937  0.081
C -1.5257 3.4781 0.9807  0.055
C -1.2513 2.1400 0.7570  0.156
C -1.1360 1.2245 1.8222  0.047
C -0.7270 -0.1311 1.6548  0.313
C -0.9352 -1.0924 2.6496  0.173
C -1.4075 -0.6867 3.9166  0.063
C -1.6631 0.6572 4.1713  0.215
C -1.5218 1.6464 3.1593  0.003
C -1.8342 3.0126 3.3468  0.153
H -2.0027 4.9812 2.4586  0.001
H -1.5284 4.1561 0.1123  0.001
H -1.1249 1.7347 -0.2499  0.006
H -0.7525 -2.1430 2.4546  0.022
H -1.5682 -1.4566 4.6790  0.000
H -2.0280 0.9608 5.1468  0.008
H -2.1302 3.3390 4.3486  0.005

Entry 3:
C20H21BN5OS2W as an isolated structure in a non-equilibrium geometry, computed with wB97M-V/def2-TZVPD.

Computed properties:
**Multiplicity**: 2
**Charge**: 0
**Max |F|**: 1.24 eV/A
**Energy relative to the best compared isomer or geometry (same formula, charge and spin)**: 47.9 kcal per mole
**Frontier orbital gap (spin up / spin down)**: 0.2035 / 0.2566 Ha

Each line ends with the Löwdin spin population.
Element x y z (Å)
W 0.5972 -0.3377 -0.7044  0.027
B 3.0516 -1.4266 1.6938  0.000
N 3.5114 -1.0679 0.2485  0.002
C 4.7569 -1.0133 -0.2010  0.000
C 4.7493 -0.9219 -1.5902  0.001
C 3.4107 -0.9362 -1.9210  0.005
N 2.6558 -1.0198 -0.8085  0.008
N 2.0856 -0.3316 2.2249  0.000
C 1.9509 0.0493 3.4968  -0.002
C 0.7669 0.7549 3.6323  0.000
C 0.2299 0.7509 2.3512  -0.001
N 1.0392 0.1141 1.5010  0.009
H 4.0311 -1.4406 2.3968  0.000
H 2.4762 -2.4892 1.6600  0.000
H 5.5686 -1.0666 0.5050  0.000
H 5.5952 -0.8672 -2.2510  0.000
H 2.9189 -0.8902 -2.8792  0.003
H 2.7004 -0.2314 4.2174  0.000
H 0.3603 1.1927 4.5260  0.000
H -0.6967 1.1639 1.9867  0.000
C 0.9550 4.0406 -2.1528  0.003
S 0.8964 2.2582 -2.1991  0.010
O 1.4400 1.7263 -0.8325  0.009
C -0.8419 2.1021 -1.8915  0.000
C -1.2646 2.2703 -0.5799  -0.001
C -2.6248 2.1525 -0.2987  0.000
C -3.5186 1.8817 -1.3156  0.000
C -3.0736 1.7229 -2.6297  0.000
C -1.7327 1.8350 -2.9296  0.000
H 0.6291 4.4107 -1.1818  0.000
H 0.2839 4.3816 -2.9403  0.000
H 1.9725 4.3609 -2.3692  0.000
H -0.5443 2.4923 0.1960  0.000
H -2.9695 2.2725 0.7203  0.000
H -4.5736 1.7843 -1.0949  0.000
H -3.7830 1.4909 -3.4123  0.000
H -1.3680 1.6650 -3.9334  0.000
S 0.2345 -0.9063 -4.1180  0.260
C 0.3988 -0.6489 -2.5638  0.269
N -0.9403 -1.0636 -0.1717  0.243
C -1.8202 -1.8413 0.5530  0.012
C -1.3920 -3.0424 1.1295  0.047
C -2.2757 -3.8080 1.8707  -0.005
C -3.5924 -3.3959 2.0482  0.055
C -4.0203 -2.2066 1.4733  -0.005
C -3.1457 -1.4309 0.7288  0.047
H -0.3661 -3.3628 0.9984  0.002
H -1.9303 -4.7327 2.3149  -0.002
H -4.2755 -4.0014 2.6291  0.004
H -5.0458 -1.8826 1.6013  -0.002
H -3.4706 -0.5098 0.2664  0.003

Entry 4:
C20H21BN8O2OsS2 as an isolated structure, computed with wB97M-V/def2-TZVPD.

Computed properties:
**Multiplicity**: 1
**Charge**: +2
**Max |F|**: 0.81 eV/A
**Frontier orbital gap**: 0.2217 Ha

Each line ends with the natural charge from an NBO analysis.
Element x y z (Å)
Os -0.3563 0.3498 0.0512  1.416
N 1.0070 2.3874 2.4018  -0.719
C 0.1194 1.5068 2.8106  0.330
N -0.4917 0.5987 2.0140  -0.486
C -1.2193 -0.3406 2.7752  0.080
C -1.2742 -0.0601 4.0810  -0.368
S -0.3498 1.3594 4.4566  0.516
C -1.7244 -1.4591 2.0057  0.169
C -2.4530 -2.5254 2.3734  -0.413
S -2.7519 -3.5401 1.0106  0.506
C -1.8950 -2.4387 -0.0012  0.271
N -1.3854 -1.4088 0.6559  -0.559
N -1.8259 -2.5987 -1.3315  -0.782
H 1.2834 2.4173 1.4309  0.438
H 1.3861 3.0729 3.0351  0.438
H -1.7785 -0.6039 4.8622  0.277
H -2.8258 -2.7865 3.3494  0.276
H -2.1625 -3.4419 -1.7641  0.432
H -1.2168 -2.0000 -1.8644  0.423
C 3.6282 -1.1581 1.3014  -0.713
C 2.3767 -1.0754 0.4939  0.658
O 1.5633 -0.1726 0.8057  -0.628
C 2.1478 -1.9706 -0.6074  -0.323
C 2.9490 -3.1137 -0.7920  -0.101
C 2.8337 -3.8800 -1.9259  -0.235
C 1.9511 -3.4738 -2.9263  -0.105
C 1.1603 -2.3502 -2.7727  -0.307
C 1.2167 -1.6144 -1.5940  0.440
O 0.4664 -0.5074 -1.5016  -0.652
H 3.6820 -0.3209 1.9913  0.252
H 4.5017 -1.1718 0.6502  0.264
H 3.6383 -2.0887 1.8741  0.266
H 3.6639 -3.3938 -0.0304  0.233
H 3.4393 -4.7651 -2.0553  0.248
H 1.8870 -4.0412 -3.8457  0.244
H 0.5111 -2.0197 -3.5770  0.238
B -1.4378 3.4949 -0.0553  0.153
N -0.0089 3.2874 -0.6363  -0.275
C 0.8192 4.1693 -1.1963  0.036
C 1.9868 3.5165 -1.5753  -0.315
C 1.7828 2.1942 -1.2244  -0.016
N 0.5726 2.0626 -0.6510  -0.359
N -2.3514 2.3688 -0.6570  -0.249
C -3.5571 2.5360 -1.1568  0.118
C -4.1783 1.2839 -1.3343  -0.294
C -3.2639 0.3781 -0.8926  0.014
N -2.1250 1.0258 -0.4861  -0.299
H -1.4363 3.3659 1.1367  -0.045
H -1.8701 4.5441 -0.4274  0.000
H 0.5244 5.2006 -1.2975  0.253
H 2.8439 3.9433 -2.0648  0.261
H 2.4079 1.3314 -1.3792  0.230
H -3.9314 3.5314 -1.3329  0.261
H -5.1575 1.0911 -1.7352  0.270
H -3.3217 -0.6965 -0.8752  0.235

Entry 5:
C20H21Br33ClIO4P2 as an isolated structure in a non-equilibrium geometry, computed with wB97M-V/def2-TZVPD.

Computed properties:
**Multiplicity**: 1
**Charge**: 0
**Max |F|**: 8.41 eV/A
**Frontier orbital gap**: 0.2776 Ha

Each line ends with the Mulliken charge.
Element x y z (Å)
C 5.3434 -5.0147 -0.9473  -0.856
C 5.3928 -3.4627 -1.1837  -0.702
P 3.7444 -2.7944 -0.6305  0.205
C 4.1157 -0.9927 -0.1971  -0.796
C 2.4815 -2.7896 -1.9685  0.392
C 2.4472 -3.5749 -3.0383  0.313
O 3.5881 -4.1434 -3.4991  -0.533
C 1.0724 -3.8402 -3.6608  -0.111
O 0.9412 -4.1731 -4.7263  -0.438
C -0.1085 -3.6375 -2.6965  0.615
P -1.4251 -4.9621 -2.6056  0.171
O -2.9245 -4.3051 -2.9945  -0.350
Cl -1.4073 -5.5327 -0.5684  -0.207
C -0.0801 -2.5304 -1.9707  -0.441
I -1.8284 -1.7800 -1.0473  0.271
C 1.2890 -1.8370 -1.8750  -0.133
O 1.3795 -0.7174 -1.7839  -0.372
H 5.3816 -5.2715 0.1139  0.297
H 4.4142 -5.4335 -1.3567  0.236
H 6.1981 -5.4955 -1.4348  0.245
H 5.6262 -3.2843 -2.2387  0.378
H 6.2333 -3.0783 -0.5898  0.457
H 3.6284 -0.2847 -0.8718  0.275
H 3.9022 -0.8108 0.8618  0.139
H 5.2002 -0.8183 -0.3068  0.379
H 4.0016 -3.4498 -3.9999  0.355
H -3.4356 -4.1917 -2.1895  0.224
C -5.0929 -4.4959 0.7935  -0.265
Br -3.3663 -4.0139 1.5035  -0.023
Br -6.4137 -4.6861 2.1871  -0.018
Br -5.6737 -3.2619 -0.5743  -0.038
H -4.9820 -5.4617 0.3214  0.356
C -7.7255 -2.1238 5.3365  -0.409
Br -8.6383 -3.7539 4.8433  -0.052
Br -5.8260 -2.4019 5.5419  -0.019
Br -8.1108 -0.6880 4.1021  0.084
H -8.1087 -1.8256 6.3004  0.368
C -6.5134 2.5744 3.1814  -0.364
Br -5.8527 4.3525 2.8143  -0.093
Br -8.4063 2.5895 3.5639  -0.058
Br -6.0440 1.3134 1.8063  0.155
H -6.0140 2.2294 4.0750  0.377
C 0.4364 3.8870 -2.9108  -0.394
Br 2.2494 4.3147 -2.3102  0.105
Br -0.6864 3.4322 -1.3951  -0.011
Br -0.3264 5.3168 -3.9610  0.015
H 0.4922 2.9940 -3.5755  0.357
C -1.7524 3.8233 4.2127  -0.332
Br -1.5232 2.0891 5.0358  -0.067
Br -0.4430 5.0919 4.8348  0.058
Br -1.7731 3.7078 2.2879  0.175
H -2.7219 4.1924 4.5171  0.277
C 2.6814 1.9868 -5.9798  -0.516
Br 4.4998 1.3256 -5.9720  -0.080
Br 1.4015 0.5588 -6.2494  -0.084
Br 2.2954 3.0580 -4.3657  0.173
H 2.5898 2.6452 -6.8348  0.413
C 2.0957 2.1641 2.9861  0.013
Br 1.4776 1.6221 1.2407  0.121
Br 3.4099 0.9386 3.6949  -0.061
Br 2.7409 3.9844 2.9787  -0.020
H 1.2422 2.1316 3.6498  -0.071
C 1.9385 8.1708 -0.2765  -0.420
Br 0.4320 8.8787 -1.2536  -0.056
Br 1.9074 8.7204 1.5840  -0.069
Br 2.0695 6.2382 -0.4790  0.073
H 2.8292 8.5960 -0.7155  0.409
C -5.8745 0.4877 -2.3398  -0.295
Br -4.5463 0.1413 -0.9799  0.048
Br -5.0678 0.7383 -4.0740  -0.029
Br -7.2409 -0.8761 -2.3720  -0.078
H -6.3596 1.4164 -2.0768  0.357
C 8.7032 -7.6229 -0.3569  -0.332
Br 9.8871 -6.3096 -1.1332  -0.005
Br 7.6708 -6.8822 1.0965  0.014
Br 7.5738 -8.4461 -1.6890  -0.007
H 9.3229 -8.4024 0.0592  0.336
C -2.0628 8.8522 4.9871  -0.373
Br -0.6305 8.4587 6.2235  -0.047
Br -1.3910 9.2350 3.2184  0.033
Br -3.3997 7.4547 4.9599  0.000
H -2.5506 9.7467 5.3429  0.354

Question: Number 5 is which compound?
Answer: C20H21Br33ClIO4P2

Question: Look up the multiplicity of the second one.
Answer: 6

Question: What is the formula in the fifth record?
Answer: C20H21Br33ClIO4P2